Record 1
C8H18AgBrNO3S | ωB97M-V/def2-TZVPD

CARTESIAN COORDINATES (ANGSTROEM)
C: 4.55602 -1.19058 0.48341
C: 3.68150 -0.30702 -0.42318
Br: 4.62425 0.24787 -2.02473
C: 3.09060 0.88920 0.31229
O: 2.63526 1.93551 -0.55215
S: 1.10265 1.77852 -1.09334
O: 0.89719 0.37337 -1.28470
O: 0.33037 2.14753 0.33044
C: -0.83021 1.32541 0.63973
C: -1.98432 1.50637 -0.32080
C: -3.01964 0.41412 -0.00356
C: -2.85092 -0.80140 -0.92035
C: -2.83822 -2.12654 -0.15766
N: -2.01567 -2.05982 1.05866
H: 5.08476 -0.58807 1.21080
H: 3.89409 -1.91054 0.95088
H: 5.24524 -1.75942 -0.13100
H: 2.87290 -0.94536 -0.79526
H: 2.33008 0.54708 1.00987
H: 3.89106 1.32264 0.90327
H: -0.59857 0.27268 0.76491
H: -1.16209 1.66506 1.61598
H: -2.48657 2.50911 -0.17953
H: -1.70052 1.36639 -1.35872
H: -4.01903 0.81523 -0.13026
H: -2.93508 0.16290 1.04955
H: -1.97098 -0.71448 -1.55391
H: -3.70674 -0.81698 -1.58782
H: -3.87005 -2.41885 0.02744
H: -2.43795 -2.88198 -0.82410
H: -2.60515 -1.89899 1.86985
H: -1.63893 -2.98865 1.22308
Ag: -1.56536 4.12967 -0.10911

Values from the calculation:
Orbital gap (alpha / beta)   6.47 / 2.56 eV
Molar mass   396.1 g/mol
Highest occupied orbital energy (alpha / beta)   -0.5361 / -0.5361 hartree
Calculated total energy   -101076.2966 eV
2S+1   2
Charge   +2

=====

Record 2
C8H18AlCl2O4S | ωB97M-V/def2-TZVPD

CARTESIAN COORDINATES (ANGSTROEM)
C: -0.80893 0.95383 0.28845
C: 0.56486 1.24684 -0.34214
C: 1.72255 0.41402 0.22213
C: 1.96833 -0.94035 -0.47301
C: 0.67660 -1.69095 -0.81752
O: 0.11924 -2.16920 0.38511
Al: 1.50715 -2.54770 1.45006
C: 1.13518 -1.72318 3.30948
S: 2.24118 -0.70535 4.17687
O: 3.12826 0.03113 3.31156
O: 2.79977 -1.42832 5.29957
O: 2.69813 -1.81797 0.36029
H: -1.48638 0.47221 -0.41957
H: -0.71474 0.27447 1.13772
H: -1.28864 1.87433 0.62738
H: 0.80712 2.30193 -0.18949
H: 0.50673 1.09698 -1.42580
H: 1.57974 0.24636 1.29107
H: 2.64592 0.99570 0.15173
H: 2.55311 -0.71842 -1.37847
H: 0.96590 -2.54391 -1.45331
H: -0.03786 -1.09078 -1.39722
H: 1.62934 -4.13199 1.72416
H: 0.23848 -1.11207 3.14992
H: 0.88721 -2.51624 4.01746
H: 1.42239 0.24291 4.71378
Cl: -3.34284 3.22234 -1.85261
C: -3.39948 2.63345 -3.53379
C: -3.60372 1.14044 -3.60922
Cl: -2.18973 0.23919 -3.02123
H: -2.46807 2.92364 -4.01321
H: -4.23112 3.13901 -4.02229
H: -3.76237 0.85575 -4.64868
H: -4.46331 0.83189 -3.01917

Values from the calculation:
Orbital gap   7.62 eV
Molar mass   308.2 g/mol
Highest occupied orbital energy   -0.1948 hartree
Calculated total energy   -59258.3969 eV
Charge   -1

=====

Record 3
C8H18AsNNaO3 | ωB97M-V/def2-TZVPD

CARTESIAN COORDINATES (ANGSTROEM)
Na: -0.39405 -2.42811 -0.06887
C: -0.21377 0.91134 2.60226
As: -0.49646 -0.98177 2.99750
C: 0.05008 -1.29306 4.80479
C: -2.44569 -1.08507 2.95642
O: 0.05685 -1.98326 1.80156
H: -1.03768 1.53637 2.92864
H: -0.17869 0.98047 1.52781
H: 0.73135 1.33138 2.99080
H: -0.02157 -0.37414 5.39711
H: 1.11314 -1.59841 4.71069
H: -0.49240 -2.06765 5.34941
H: -2.81953 -0.43012 3.74053
H: -2.65213 -2.13473 3.13922
H: -2.78191 -0.79355 1.95168
O: -0.99314 -1.36321 -4.14558
C: -0.55289 -1.12324 -2.91026
O: -0.62107 -2.06068 -2.09303
C: 0.05087 0.22779 -2.54990
N: 0.21016 1.17362 -3.69082
C: 1.27783 2.13918 -3.28021
C: 2.02000 1.47755 -2.12620
C: 1.40555 0.07418 -1.88733
H: -0.67033 0.71680 -1.87456
H: -0.67616 1.66692 -3.85242
H: -0.81070 -0.56945 -4.73706
H: 0.79353 3.10056 -2.94590
H: 1.87824 2.39780 -4.14190
H: 1.82734 2.06187 -1.24826
H: 3.11244 1.46905 -2.21854
H: 1.32293 -0.19404 -0.85087
H: 2.00786 -0.78440 -2.27669

Values from the calculation:
Orbital gap   9.74 eV
Molar mass   274.1 g/mol
Highest occupied orbital energy   -0.4592 hartree
Calculated total energy   -81471.1079 eV
Charge   +1

=====

Record 4
C8H18BBr2N3O14 | ωB97M-V/def2-TZVPD

CARTESIAN COORDINATES (ANGSTROEM)
N: -3.14210 3.04427 -1.36055
H: -4.13185 3.02544 -1.16023
H: -2.57023 2.66007 -0.62200
H: -2.90811 3.99740 -1.59906
H: -2.93689 2.41145 -2.12051
N: -1.52047 0.14462 -0.83221
H: -1.74131 0.90661 -0.20715
H: -2.25802 -0.25984 -1.39125
H: -1.21739 -0.60910 -0.23208
H: -0.91578 0.52855 -1.54428
N: 1.93950 1.74663 -1.30292
H: 1.56868 1.97783 -0.39234
H: 2.25133 2.67216 -1.56034
H: 1.23884 1.53373 -1.99851
H: 2.59171 0.98325 -1.19359
O: 3.74445 -1.64592 6.04567
C: 3.16229 -1.19701 5.09193
O: 3.03304 -1.72180 3.92501
B: 2.05418 -0.94564 3.11526
O: 1.87631 0.37346 3.79674
C: 2.41883 0.20609 4.97055
O: 2.37819 1.03790 5.86612
O: 2.46619 -0.81616 1.73361
C: 1.41498 -0.97828 0.91343
O: 1.28447 -0.81235 -0.30771
C: 0.26308 -1.42218 1.83483
O: 0.76275 -1.59246 3.03693
O: -0.94418 -1.58818 1.48287
O: -0.90193 3.00708 2.57578
C: -0.84657 2.43717 1.40007
O: 0.20409 2.28479 0.74806
O: -1.94186 2.17856 0.89637
H: -1.81934 2.78573 2.75176
O: -0.91016 1.55632 -5.13148
C: -1.16885 1.40391 -3.81840
O: -2.32669 1.48371 -3.40525
O: -0.21661 1.23667 -3.02389
H: -1.79526 1.83870 -5.37327
Br: 1.28724 -6.32409 -1.53361
C: 0.86654 -4.39498 -1.69932
C: -0.46597 -4.04550 -1.09319
Br: -1.04607 -2.45475 -2.11400
H: 0.99526 -4.05682 -2.72751
H: 1.67093 -3.97308 -1.09678
H: -0.52938 -3.82136 -0.02837
H: -1.21790 -4.80270 -1.31532

Values from the calculation:
Orbital gap (alpha / beta)   2.31 / 6.34 eV
Molar mass   550.9 g/mol
Highest occupied orbital energy (alpha / beta)   -0.0395 / -0.1884 hartree
Calculated total energy   -182492.1912 eV
2S+1   2
Charge   -1

=====

Record 5
C8H18BF3NO4S | ωB97M-V/def2-TZVPD

CARTESIAN COORDINATES (ANGSTROEM)
C: 1.16192 -2.22743 0.69064
B: 1.31610 -1.64717 -0.80531
O: 0.64202 -2.34988 -1.86803
S: 2.37648 -0.11487 -1.26902
C: 3.72713 0.02961 0.02016
O: 3.71911 1.26426 0.75076
C: 2.93392 1.19196 1.91555
F: 3.15191 2.40387 2.60474
F: 1.55636 1.11381 1.68944
F: 3.28951 0.17381 2.79976
O: 1.46495 1.28836 -1.20135
C: 0.36931 1.29155 -2.17422
C: -1.07060 0.98564 -1.53870
N: -1.26588 1.50296 -0.16291
C: -1.51648 0.43602 0.83871
C: -3.09852 0.14172 1.08089
C: -3.52377 -0.89933 -0.08912
O: -3.86033 1.35630 1.05428
H: 1.77216 -3.19641 0.82660
H: 1.37598 -1.48731 1.52478
H: 0.06660 -2.56045 0.82754
H: -0.31209 -2.20959 -1.68023
H: 3.73016 -0.91167 0.65696
H: 4.71366 0.01514 -0.56967
H: 0.63033 0.50832 -2.97879
H: 0.40145 2.32287 -2.68171
H: -1.24211 -0.14149 -1.64571
H: -1.86410 1.47546 -2.21556
H: -0.51883 2.13490 0.13822
H: -1.10508 0.78713 1.84966
H: -1.05432 -0.56852 0.56180
H: -3.26997 -0.36835 2.08653
H: -3.49973 -0.31829 -1.07192
H: -2.77424 -1.75285 -0.19550
H: -4.56196 -1.33117 0.10860
H: -3.86103 1.66109 0.12215

Values from the calculation:
Orbital gap   6.36 eV
Molar mass   292.1 g/mol
Highest occupied orbital energy   -0.4500 hartree
Calculated total energy   -37922.5546 eV
Charge   +1

=====

Record 6
C8H18BrNO5S | ωB97M-V/def2-TZVPD

CARTESIAN COORDINATES (ANGSTROEM)
C: 3.79526 0.60037 -2.16802
C: 2.61496 -0.16792 -2.77216
C: 1.70354 -0.70219 -1.70225
Br: 2.69986 -2.07450 -0.68376
N: 0.53336 -1.41345 -2.22277
C: -0.48162 -0.56024 -2.60575
O: -0.35353 0.32471 -3.32996
O: -1.63928 -0.90922 -2.04811
C: -2.53317 0.19361 -1.84964
H: 4.51742 -0.11208 -1.81112
H: 3.48302 1.24121 -1.35628
H: 4.28475 1.14920 -2.95690
H: 3.04092 -1.02958 -3.25880
H: 2.09189 0.45429 -3.47807
H: 1.44026 0.04185 -0.96315
H: 0.18896 -1.99624 -1.47003
H: -3.29174 -0.15777 -1.17486
H: -2.02333 1.01530 -1.38033
H: -2.98473 0.51045 -2.77226
C: -1.84335 1.83801 4.05604
C: -0.51362 1.25077 3.62500
O: -0.64258 -0.07734 3.07748
S: -1.26343 -0.23032 1.62221
C: -0.86047 -1.92227 1.37630
O: -0.50331 0.57587 0.71235
O: -2.68264 -0.09188 1.69816
H: -2.50069 2.00458 3.20404
H: -1.68795 2.79571 4.55333
H: -2.35857 1.16194 4.73832
H: -0.00627 1.89630 2.90604
H: 0.14105 1.14634 4.48774
H: 0.22227 -2.02318 1.34612
H: -1.29875 -2.21466 0.42286
H: -1.28850 -2.51767 2.17824

Values from the calculation:
Orbital gap   10.84 eV
Molar mass   320.2 g/mol
Highest occupied orbital energy   -0.3776 hartree
Calculated total energy   -101193.1517 eV
SMILES   CC[C@H](Br)NC(=O)OC.CCOS(C)(=O)=O
Relative energy (zero: lowest compared OMol25 entry of this formula, charge and spin)   10.5 kcal/mol